Computed, not measured: a 2-piece molecular cluster, C4H11O3 overall at a distorted geometry, with ωB97M-V with the def2-TZVPD basis set.

Values from the calculation:
net charge	-1
lowest unoccupied orbital energy	4.186	eV
HOMO energy	-3.758	eV
energy relative to the best compared isomer or geometry (same formula, charge and spin)	114.6	kJ/mol

Last columns: bonded neighbours and bond lengths (Å).
Positions of all 18 atoms, in Å:
1 H 2.113 0.974 1.642  C8 1.137
2 H 0.915 -0.314 2.403  C8 1.031
3 H -0.501 0.808 0.634  O15 1.064
4 H -0.373 -1.921 0.454  C6 1.112
5 H -1.443 1.283 -1.075  O18 1.014
6 C 0.057 -1.114 -0.179  H4 1.112, O12 1.313, C14 1.571, C16 1.562
7 H 2.101 -1.484 0.353  C14 1.078
8 C 1.216 0.275 1.612  H1 1.137, H2 1.031, C14 1.552, O15 1.460
9 H 1.365 -2.506 -1.406  C16 1.148
10 H 0.395 -1.063 -2.260  C16 1.138
11 H -2.107 2.311 -0.012  O18 1.053
12 O -0.835 -0.186 -0.436  C6 1.313
13 H -0.377 -2.588 -1.781  C16 1.075
14 C 1.446 -0.629 0.371  C6 1.571, H7 1.078, C8 1.552, H17 1.101
15 O 0.109 1.206 1.410  H3 1.064, C8 1.460
16 C 0.395 -1.899 -1.487  C6 1.562, H9 1.148, H10 1.138, H13 1.075
17 H 1.819 0.096 -0.369  C14 1.101
18 O -2.098 2.055 -1.034  H5 1.014, H11 1.053

Here are the Löwdin charges for atoms 1 to 4, given in e: number 1, H, carries 0.112; number 2, H, carries 0.066; number 3, H, carries 0.035; number 4, H, carries 0.120